# 1
{"formula": "C5H7NO2", "method": "ωB97M-V/def2-TZVPD", "relative_energy_kj_mol": 371.1, "mol_weight_g_mol": 113.116, "fmax_ev_per_a": 3.8, "charge": 0, "energy_ha": -399.8242, "homo_lumo_gap_ev": 9.813, "symbols": ["O", "O", "N", "C", "C", "C", "C", "C", "H", "H", "H", "H", "H", "H", "H"], "coordinates": [[0.034, 1.446, -1.626], [-1.222, 1.076, 0.762], [1.570, 0.996, 0.556], [0.854, -0.163, 0.008], [-0.638, -0.081, 0.209], [-0.021, 0.140, -1.153], [-1.361, -1.310, 0.420], [-1.567, -2.476, 0.731], [-0.807, 1.827, -1.250], [2.303, 0.832, 1.204], [-0.062, -0.568, -2.050], [1.273, -1.137, -0.035], [-1.657, -3.498, 0.837], [1.903, 1.677, -0.093], [-0.602, 1.239, 1.482]]}


# 2
{"formula": "C8H11N4", "method": "ωB97M-V/def2-TZVPD", "relative_energy_kj_mol": 709.7, "mol_weight_g_mol": 163.204, "fmax_ev_per_a": 4.7, "charge": 1, "energy_ha": -529.9517, "homo_lumo_gap_ev": 6.889, "symbols": ["N", "N", "N", "N", "C", "C", "C", "C", "C", "C", "C", "C", "H", "H", "H", "H", "H", "H", "H", "H", "H", "H", "H"], "coordinates": [[-0.140, -0.434, -0.738], [0.578, 1.501, 0.419], [0.722, -1.260, -1.593], [-3.448, -0.734, 0.205], [-1.670, 0.240, 1.612], [1.043, 1.466, 1.650], [0.093, 0.686, -0.315], [1.942, -1.460, -0.855], [-2.612, 0.059, 0.817], [0.247, 1.118, 2.792], [0.814, -0.647, -2.937], [-1.058, 0.855, 2.626], [1.807, -0.871, -3.358], [-1.743, 1.110, 3.478], [-3.158, -1.071, -0.785], [1.490, -1.663, 0.281], [2.506, -0.575, -0.860], [2.446, -2.378, -1.269], [2.029, 1.957, 1.852], [0.631, 0.368, -2.775], [-4.335, -0.864, 0.667], [0.759, 1.210, 3.775], [0.015, -1.095, -3.600]]}


# 3
{"formula": "C26H15MnN10O7SSe", "method": "ωB97M-V/def2-TZVPD", "relative_energy_kj_mol": 0.0, "mol_weight_g_mol": 745.434, "fmax_ev_per_a": 0.3, "charge": -1, "s_squared": 0.773, "energy_ha": -6024.6839, "homo_lumo_gap_ev": [5.301, 5.293], "spin_multiplicity": 2, "symbols": ["Se", "Mn", "S", "O", "O", "O", "O", "O", "O", "O", "N", "N", "N", "N", "N", "N", "N", "N", "N", "N", "C", "C", "C", "C", "C", "C", "C", "C", "C", "C", "C", "C", "C", "C", "C", "C", "C", "C", "C", "C", "C", "C", "C", "C", "C", "C", "H", "H", "H", "H", "H", "H", "H", "H", "H", "H", "H", "H", "H", "H", "H"], "coordinates": [[3.769, -3.482, 6.135], [0.216, -0.296, 0.189], [-3.496, -1.378, 0.939], [-0.416, -3.858, -1.737], [1.374, 2.032, -5.037], [-0.208, -2.129, -0.359], [0.654, 2.417, -3.044], [-1.149, -1.367, -7.343], [0.875, 0.081, -1.654], [-1.662, -3.178, -6.301], [-2.485, -0.041, -1.212], [0.840, 1.675, -3.992], [-3.652, -1.917, -1.644], [0.598, 1.689, 0.558], [4.199, -3.276, 4.413], [2.219, -2.609, 5.967], [-0.024, -0.554, 2.222], [-1.201, -2.049, -6.329], [-1.549, 0.560, -0.470], [2.002, -1.120, 0.703], [-0.118, -1.105, 4.946], [1.685, 2.221, 1.115], [-1.440, 1.841, -0.625], [-0.281, -2.656, -1.522], [0.339, -0.415, -2.696], [0.334, 0.303, -3.931], [0.974, -1.513, 4.183], [-3.123, -1.091, -0.689], [-0.084, 3.874, -0.118], [-1.050, -0.143, 2.960], [-1.127, -0.401, 4.327], [3.223, -2.623, 3.852], [-0.675, -1.491, -5.095], [4.115, -2.117, 0.240], [3.212, -2.246, 2.441], [0.978, -1.205, 2.828], [1.953, 3.574, 1.096], [2.108, -1.546, 1.968], [1.045, 4.412, 0.456], [2.983, -1.409, -0.147], [4.239, -2.539, 1.547], [-0.290, 2.494, -0.050], [-0.142, -0.220, -5.112], [2.115, -2.250, 4.720], [-0.225, -1.734, -2.740], [-0.702, -2.244, -3.921], [2.855, 3.956, 1.554], [-3.164, -1.927, -2.526], [2.366, 1.519, 1.584], [2.831, -1.058, -1.160], [4.881, -2.332, -0.492], [-2.163, 2.392, -1.217], [-1.993, -0.060, 4.878], [-0.804, 4.492, -0.637], [-0.150, -1.338, 6.002], [-1.841, 0.365, 2.428], [5.105, -3.089, 1.890], [-0.109, 0.359, -6.021], [-3.992, -2.798, -1.298], [1.228, 5.479, 0.404], [-1.084, -3.255, -3.921]]}


# 4
{"formula": "C28H75BBrI2N6O7P", "method": "ωB97M-V/def2-TZVPD", "mol_weight_g_mol": 983.441, "fmax_ev_per_a": 2.0, "charge": 0, "energy_ha": -5502.5325, "homo_lumo_gap_ev": 7.518, "symbols": ["I", "I", "Br", "P", "O", "O", "O", "O", "O", "O", "O", "N", "N", "N", "N", "N", "N", "C", "C", "C", "C", "C", "C", "C", "C", "C", "C", "C", "C", "C", "C", "C", "C", "C", "C", "C", "C", "C", "C", "C", "C", "C", "C", "C", "C", "B", "H", "H", "H", "H", "H", "H", "H", "H", "H", "H", "H", "H", "H", "H", "H", "H", "H", "H", "H", "H", "H", "H", "H", "H", "H", "H", "H", "H", "H", "H", "H", "H", "H", "H", "H", "H", "H", "H", "H", "H", "H", "H", "H", "H", "H", "H", "H", "H", "H", "H", "H", "H", "H", "H", "H", "H", "H", "H", "H", "H", "H", "H", "H", "H", "H", "H", "H", "H", "H", "H", "H", "H", "H", "H", "H"], "coordinates": [[3.386, 5.523, -1.991], [5.141, 2.018, 1.130], [7.117, 5.055, -2.242], [7.423, 1.788, -1.996], [3.465, -6.222, 4.958], [-0.445, 9.193, -3.116], [7.779, 0.832, -0.627], [-3.862, 3.813, -5.256], [-10.233, 0.646, -3.404], [0.208, -4.723, 5.759], [5.527, -1.526, 3.625], [5.714, -2.574, 0.968], [6.057, -7.051, 5.868], [-2.077, -6.447, 5.942], [-2.600, 1.452, -6.283], [0.821, 6.841, -4.161], [-7.807, 1.936, -4.223], [-0.476, 6.735, -3.487], [5.226, 3.511, -0.429], [-3.901, 1.354, -5.612], [4.445, -8.188, 7.295], [3.882, -5.907, 6.275], [-10.247, 2.024, -3.736], [3.810, 3.570, -1.096], [6.666, -2.279, 3.247], [5.677, -4.503, 2.455], [-2.772, -4.549, 4.586], [2.479, -7.235, 4.878], [4.638, -2.191, 4.505], [-0.974, -4.259, 6.388], [-2.254, -4.991, 5.950], [-4.158, 2.550, -4.679], [-0.732, 7.926, -2.548], [3.486, 2.407, -2.060], [-4.902, 4.356, -6.047], [-4.986, 1.160, -6.666], [-1.489, 9.742, -3.900], [6.427, -3.234, 2.067], [-10.356, 0.366, -2.021], [6.273, 0.706, -3.024], [-1.565, 6.541, -4.537], [-8.495, 3.041, -2.167], [0.466, -4.158, 4.484], [4.974, -6.834, 6.834], [-8.882, 2.721, -3.607], [6.462, 3.359, -1.433], [5.630, -7.361, 4.999], [1.543, -4.207, 4.310], [-3.791, -4.909, 4.435], [8.528, 0.287, -0.847], [3.903, -2.776, 3.947], [-1.512, 7.284, -5.333], [-5.889, 4.112, -5.644], [-1.468, 5.562, -5.007], [5.170, -2.833, 5.212], [7.087, -2.803, 4.115], [-2.475, 9.494, -3.496], [2.941, -8.223, 4.824], [4.876, -2.153, 1.360], [-2.790, -3.460, 4.506], [-4.928, 1.900, -7.464], [1.780, -7.189, 5.718], [5.745, -5.243, 1.656], [-2.170, -4.942, 3.767], [6.260, -1.776, 0.652], [-1.072, -3.173, 6.270], [7.411, -3.539, 1.695], [-0.055, 7.833, -1.694], [-0.022, -4.741, 3.699], [6.100, -4.949, 3.358], [-10.785, -0.632, -1.922], [-1.817, -6.751, 6.876], [3.551, -8.071, 7.911], [-2.558, 2.365, -6.728], [-8.187, 2.154, -1.614], [-5.979, 1.217, -6.217], [1.551, 6.881, -3.453], [-3.892, 0.455, -4.987], [-1.414, 9.407, -4.937], [0.858, 7.756, -4.603], [-8.029, 1.798, -5.206], [2.399, 2.270, -2.044], [0.152, -3.113, 4.426], [-0.461, 5.834, -2.866], [5.197, -8.702, 7.896], [4.299, -4.897, 6.213], [-1.870, 1.493, -5.577], [-7.655, 3.737, -2.148], [5.580, 0.117, -2.417], [1.919, -7.080, 3.954], [-9.377, 0.356, -1.538], [5.342, 4.481, 0.079], [-10.549, 2.065, -4.786], [3.094, 3.502, -0.271], [-4.786, 5.441, -6.048], [-1.375, 10.827, -3.892], [4.202, -8.844, 6.460], [-0.827, -4.446, 7.455], [-1.752, 7.907, -2.144], [-7.856, 0.998, -3.832], [7.411, -1.542, 2.936], [5.779, 1.291, -3.807], [4.097, -1.430, 5.069], [6.944, 0.015, -3.548], [-8.955, 3.673, -4.142], [-5.179, 2.539, -4.280], [-9.325, 3.507, -1.632], [-11.016, 1.078, -1.519], [-4.888, 0.179, -7.134], [4.616, -4.323, 2.630], [3.842, 2.641, -3.066], [-3.029, -4.750, 6.684], [-4.823, 4.013, -7.081], [-2.559, 6.592, -4.086], [-3.485, 2.457, -3.821], [6.468, -6.153, 5.629], [-11.022, 2.550, -3.165], [3.018, -5.848, 6.948], [5.400, -6.337, 7.712], [-1.252, -6.648, 5.383], [3.912, 1.480, -1.665]]}


# 5
{"formula": "C12H9Br4NO7Pt", "method": "ωB97M-V/def2-TZVPD", "relative_energy_kj_mol": 79.4, "mol_weight_g_mol": 793.898, "fmax_ev_per_a": 2.7, "charge": 0, "energy_ha": -11459.4238, "homo_lumo_gap_ev": [4.914, 4.915], "symbols": ["Pt", "Br", "Br", "Br", "Br", "O", "O", "O", "O", "O", "O", "O", "N", "C", "C", "C", "C", "C", "C", "C", "C", "C", "C", "C", "C", "H", "H", "H", "H", "H", "H", "H", "H", "H"], "coordinates": [[-0.541, 0.674, -0.437], [1.993, -5.326, -2.686], [1.170, -3.737, -5.446], [-0.068, -0.652, -5.267], [1.586, -3.844, 0.266], [-2.123, 4.267, 0.203], [2.163, 1.505, 0.296], [-1.328, 2.446, -0.813], [-2.931, -1.435, 2.117], [-0.221, 0.172, -2.374], [0.472, -1.080, -0.168], [-2.330, -0.330, 0.280], [-0.664, 1.290, 1.524], [-1.731, 2.330, 1.540], [0.622, -1.693, -1.267], [0.251, -0.990, -2.492], [-1.730, 3.130, 0.237], [0.424, -1.627, -3.753], [0.605, 1.882, 2.039], [1.136, -3.012, -1.349], [1.296, -3.594, -2.578], [-1.097, 0.094, 2.291], [-2.218, -0.652, 1.528], [1.865, 1.144, 1.638], [0.936, -2.893, -3.794], [0.671, 2.896, 1.642], [-0.246, -0.580, 2.403], [0.522, 1.941, 3.128], [2.670, 1.458, 2.309], [-1.607, 2.985, 2.401], [2.876, 0.949, -0.033], [-2.699, 1.836, 1.604], [1.740, 0.062, 1.733], [-1.463, 0.382, 3.278]]}


# 6
{"formula": "C5H15NOS", "method": "ωB97M-V/def2-TZVPD", "relative_energy_kj_mol": 40.9, "mol_weight_g_mol": 137.248, "fmax_ev_per_a": 2.4, "charge": 1, "s_squared": 0.753, "energy_ha": -727.3494, "homo_lumo_gap_ev": [10.247, 5.088], "spin_multiplicity": 2, "symbols": ["S", "O", "N", "C", "C", "C", "C", "C", "H", "H", "H", "H", "H", "H", "H", "H", "H", "H", "H", "H", "H", "H", "H"], "coordinates": [[-0.165, 2.320, 2.143], [0.044, -4.232, -0.435], [1.234, -0.591, -1.175], [-1.187, -0.415, -1.581], [-0.578, 0.715, 2.745], [0.069, 1.460, -0.564], [0.840, 2.043, 0.717], [-0.039, -0.063, -0.614], [0.175, -3.371, -0.863], [-1.063, 0.171, -2.485], [0.579, 1.882, -1.433], [-0.080, -0.090, 2.239], [-0.124, -0.544, 0.358], [-1.665, 0.623, 2.788], [2.021, -0.396, -0.570], [-0.410, 0.753, 3.821], [-0.904, 1.958, -0.509], [1.198, 3.026, 0.399], [1.413, -0.076, -2.037], [1.557, 1.263, 0.968], [-2.031, -0.103, -0.981], [0.299, -4.870, -1.110], [-1.183, -1.463, -1.820]]}


# 7
{"formula": "C13H11N3O2S", "method": "ωB97M-V/def2-TZVPD", "relative_energy_kj_mol": 956.3, "mol_weight_g_mol": 273.317, "fmax_ev_per_a": 17.2, "charge": 0, "energy_ha": -1214.4588, "homo_lumo_gap_ev": 7.362, "symbols": ["S", "O", "O", "N", "N", "N", "C", "C", "C", "C", "C", "C", "C", "C", "C", "C", "C", "C", "C", "H", "H", "H", "H", "H", "H", "H", "H", "H", "H", "H"], "coordinates": [[-2.804, -2.230, -0.531], [4.456, -2.468, 0.404], [2.680, 1.459, -1.722], [-2.946, 0.383, 0.101], [-0.382, 3.661, 0.351], [0.809, 2.654, 0.280], [1.521, 0.341, 0.030], [-1.705, 0.116, -0.095], [-0.925, 1.316, -0.004], [-1.443, 2.732, 0.123], [-5.174, -0.934, 0.131], [0.431, 1.399, 0.080], [2.511, -1.838, 1.113], [3.721, -0.397, -0.768], [2.584, 0.504, -0.607], [1.413, -0.754, 1.165], [-1.359, -1.282, -0.614], [3.518, -1.620, 0.266], [-3.605, -0.793, -0.091], [2.524, -2.484, 1.734], [-5.632, -1.256, -0.837], [-5.426, -1.550, 0.739], [0.661, -0.979, 1.720], [1.699, 3.203, 0.469], [-5.732, -0.027, 0.486], [-0.494, -1.597, -0.524], [4.432, -0.288, -1.342], [5.200, -2.157, -0.666], [-2.326, 2.808, 0.105], [1.794, 2.079, -1.498]]}


# 8
{"formula": "C4H9NO2", "method": "ωB97M-V/def2-TZVPD", "relative_energy_kj_mol": 295.0, "mol_weight_g_mol": 103.121, "fmax_ev_per_a": 6.2, "charge": 1, "s_squared": 0.783, "energy_ha": -362.6476, "homo_lumo_gap_ev": [11.000, 5.592], "spin_multiplicity": 2, "symbols": ["O", "O", "N", "C", "C", "C", "C", "H", "H", "H", "H", "H", "H", "H", "H", "H"], "coordinates": [[2.186, -1.659, -1.306], [-2.478, 1.489, 0.449], [0.259, -0.427, -1.152], [1.782, -0.692, 0.807], [1.471, -0.900, -0.671], [-1.472, 0.508, 0.329], [-0.419, 0.792, -0.688], [-0.766, 1.386, -1.554], [2.868, -0.725, 0.827], [1.595, -1.700, 1.377], [-0.151, -0.901, -2.000], [-1.925, -0.538, 0.069], [1.206, 0.113, 1.332], [0.120, 1.436, 0.053], [-0.919, 0.429, 1.352], [-3.356, 1.390, 0.775]]}